No. 1
C40H115N17O13 | the ωB97M-V functional and the def2-TZVPD basis

```
185
Properties=species:S:1:pos:R:3:forces:R:3:mulliken_charge:R:1
C -17.77050 10.22727 -12.06068 -1.99 3.28 1.67 0.6655
O -18.64667 10.91958 -11.56750 -2.01 0.45 0.47 -0.7703
N -17.88107 9.10035 -12.65164 -1.02 -4.70 -2.69 -0.3393
N -16.55334 10.66457 -12.02268 4.60 1.26 -0.11 -0.3310
H -18.75014 8.70888 -12.98566 -0.06 0.46 0.46 0.2362
H -17.06729 8.83189 -13.18625 0.08 -0.51 0.04 0.1591
H -16.33547 11.56820 -11.62760 -0.10 -0.42 -0.09 0.2417
H -15.86868 10.15204 -12.55996 0.28 0.42 0.31 0.2284
C -17.65128 17.79274 -15.58187 1.78 -0.34 1.76 0.5717
O -17.81746 18.83388 -14.97039 -0.01 1.24 -0.41 -0.7810
N -16.51228 17.47309 -16.22698 2.18 0.61 -1.72 0.2965
N -18.41379 16.74414 -15.34380 -2.65 -1.49 0.16 0.3419
H -16.28345 16.57367 -16.62546 -0.77 -0.14 0.35 -0.0109
H -15.71584 18.09187 -16.17310 -0.58 0.26 -0.10 -0.2287
H -18.91692 16.82007 -14.47133 -0.38 -0.32 -0.19 0.0982
H -18.35403 15.85436 -15.81796 0.47 0.26 0.14 -0.2839
C -19.18709 14.55417 -12.69342 -0.57 5.12 0.59 0.5475
O -19.49355 15.76392 -12.86685 0.06 -2.01 -0.25 -0.8135
N -18.02777 14.16572 -12.25861 4.50 0.32 0.98 -0.2042
N -19.94065 13.51897 -12.71721 -5.19 -4.15 -1.10 -0.2324
H -17.39438 14.89653 -11.96731 0.21 -0.45 -0.21 0.1836
H -17.79540 13.18287 -12.26908 0.22 0.38 0.27 0.0525
H -19.71430 12.69145 -12.18421 0.37 -0.05 -0.03 0.0455
H -20.92255 13.53208 -12.95339 0.24 0.65 -0.10 0.2005
C -16.74893 13.46235 -16.86238 -2.43 0.42 1.71 -0.0171
O -16.90129 14.65496 -16.82654 -0.64 3.09 0.18 0.2419
N -17.50689 12.61035 -16.20018 -2.99 -0.81 2.46 0.7997
N -15.83464 12.88566 -17.47811 5.72 -2.49 -3.98 1.3305
H -17.56859 11.61990 -16.38810 0.04 0.46 0.13 -0.4286
H -18.16351 13.07249 -15.58751 -0.30 -0.59 -0.10 -0.4708
H -15.71587 11.88418 -17.42300 0.26 0.36 0.17 0.0616
H -15.19926 13.48212 -17.98862 0.04 -0.32 -0.42 -0.6692
C -14.94367 14.71677 -14.06481 -1.07 -0.05 0.56 -1.3134
C -13.51576 14.98456 -14.42328 0.66 -0.87 0.87 0.3980
C -12.70760 13.74957 -14.87114 0.66 0.38 0.57 -0.1378
O -12.48506 12.89552 -13.74519 -0.96 -0.29 0.14 -0.4485
C -11.61798 11.81194 -14.03584 -0.43 0.68 0.17 -0.4233
N -13.41760 16.12520 -15.29466 -0.25 -0.01 -0.68 -0.4450
H -15.63824 14.27809 -14.78121 0.39 -0.02 -0.31 0.1330
H -15.37016 15.67858 -13.77997 -0.17 0.10 -0.05 0.4179
H -14.95984 14.11732 -13.15459 -0.06 -0.26 -0.06 0.5276
H -13.16500 15.23135 -13.42120 0.93 0.29 -0.13 0.2851
H -11.71666 14.02792 -15.22980 0.36 0.62 0.02 0.5245
H -13.13013 13.27918 -15.75900 -0.70 -0.64 0.09 0.0806
H -12.04187 11.30615 -14.90337 0.73 -0.15 -0.48 -0.0818
H -11.55324 11.06783 -13.24199 -0.50 0.30 0.40 0.3357
H -10.61776 12.24136 -14.09287 0.31 -0.37 -0.86 0.3591
H -14.11639 15.98217 -16.00972 -0.25 0.29 -0.21 -0.3603
H -12.54243 16.17763 -15.79609 0.35 -0.01 0.17 0.3636
C -13.52199 20.11714 -16.69095 -0.35 -0.36 -0.77 -0.8297
C -14.55214 21.15346 -17.28856 1.11 -0.19 1.40 0.3429
C -15.05750 20.74029 -18.69288 -0.85 -1.18 2.07 -0.9187
O -15.64439 19.42641 -18.41684 0.64 0.75 -1.05 -0.0064
C -16.39505 18.99118 -19.52921 -0.04 -0.17 0.45 -0.6684
N -15.72177 21.26297 -16.35978 0.26 -0.19 -1.95 -0.7402
H -12.81156 19.74698 -17.43010 0.24 0.26 -0.23 0.3155
H -14.01635 19.20489 -16.35703 -0.30 0.10 0.01 -0.0295
H -12.94850 20.45279 -15.82693 -0.18 0.51 -0.09 0.3496
H -14.00282 22.09234 -17.35817 -0.24 0.28 -0.10 0.3595
H -14.29330 20.67403 -19.46729 0.26 -0.08 0.12 0.4581
H -15.87060 21.37942 -19.03712 0.06 0.34 0.07 0.4070
H -16.56947 17.92009 -19.42707 0.12 -0.03 -0.02 -0.2603
H -15.84745 19.21730 -20.44415 -0.08 -0.16 -0.31 0.4175
H -17.37300 19.47223 -19.54673 -0.12 0.22 -0.14 0.4027
H -15.53445 21.23153 -15.36780 0.62 0.09 -0.03 0.3048
H -16.11706 20.36016 -16.58064 -1.10 -0.11 0.57 0.1790
C -18.71335 11.53991 -21.11701 1.10 -0.29 -0.15 -1.1214
C -19.80440 12.40297 -21.65898 -1.56 -0.54 -1.79 1.3869
C -19.50719 13.07422 -23.02077 0.79 0.27 0.62 -0.4269
O -20.60006 13.74738 -23.63100 -0.23 0.96 -0.10 -0.4397
C -20.04648 14.75533 -24.47775 0.79 1.03 0.77 -0.7898
N -21.02123 11.58180 -21.86239 -0.05 0.46 0.25 -0.7942
H -17.71462 11.95027 -21.26613 0.09 0.60 0.36 0.0528
H -18.59174 10.59411 -21.64500 -0.60 -0.27 -0.01 0.5061
H -18.89190 11.36273 -20.05642 0.13 -0.14 -0.06 0.0511
H -20.03437 13.17167 -20.92121 -0.11 0.20 -0.14 -0.2206
H -19.19356 12.42570 -23.83879 0.77 -0.72 0.52 0.3484
H -18.72460 13.77893 -22.73963 0.33 0.35 -0.65 -0.0792
H -19.55171 15.50203 -23.85664 0.25 0.08 0.51 0.2213
H -20.70033 15.41916 -25.04335 -0.87 -1.03 -0.08 0.3342
H -19.22644 14.41033 -25.10752 -0.26 -0.55 -0.36 0.3509
H -21.57815 12.19232 -22.44308 -0.90 0.18 0.23 0.3734
H -20.79356 10.87891 -22.55103 0.35 -0.60 0.06 0.3347
C -13.81435 8.27156 -15.80789 -1.44 0.60 0.10 -1.3395
C -14.99047 9.10079 -15.19888 0.09 -0.60 -2.29 1.0265
C -16.33921 9.26734 -16.02375 2.12 -0.46 0.93 -1.1571
O -16.05577 10.15312 -17.10124 -0.24 -0.71 1.46 -0.2049
C -16.80098 9.83371 -18.24645 1.06 -0.26 -0.47 -0.5748
N -15.19125 8.53507 -13.89967 -0.13 0.49 1.50 -0.5784
H -13.98616 7.19997 -15.70648 -0.26 -0.10 -0.50 0.4603
H -13.03975 8.47600 -15.06877 0.72 0.17 -0.74 0.5200
H -13.66229 8.59818 -16.83662 0.70 -0.25 0.09 0.0050
H -14.53955 10.09315 -15.19766 -0.47 0.38 0.72 -0.2980
H -17.11375 9.65798 -15.36377 -0.10 0.22 0.03 0.1510
H -16.66233 8.28716 -16.37440 -0.07 -0.09 -0.28 0.3902
H -16.29374 8.97302 -18.68237 -0.40 -0.31 -0.37 0.3660
H -16.59145 10.69115 -18.88597 -0.94 -0.11 -0.38 -0.0094
H -17.83401 9.57739 -18.01139 -0.19 0.45 -0.27 0.1695
H -14.34554 8.76280 -13.39666 0.08 0.42 0.65 0.3167
H -15.06733 7.53289 -13.91882 -0.56 -0.43 -0.39 0.2422
C -10.93845 7.21836 -20.29055 -2.11 0.38 0.16 -1.2789
C -11.55377 8.34088 -21.14925 0.45 0.48 1.33 0.2181
C -12.95371 8.75023 -20.64846 -0.10 -1.81 -1.89 -0.3898
O -13.53965 9.75026 -21.49999 1.38 0.35 0.65 -0.4254
C -14.92170 9.80249 -21.40902 -1.11 -0.38 0.50 -0.1840
N -10.71064 9.47503 -20.96787 0.69 1.27 -1.23 -0.7291
H -11.12635 7.51832 -19.25962 0.16 -0.08 0.28 0.1585
H -9.86884 7.02962 -20.38231 -0.30 -0.06 -0.58 0.3352
H -11.62498 6.39012 -20.46602 0.72 -0.78 0.13 0.4255
H -11.66865 7.98692 -22.17377 0.27 0.36 -0.28 0.4256
H -12.89573 9.00606 -19.59049 -0.38 0.22 0.09 0.0528
H -13.48660 7.82943 -20.88564 -0.92 -0.23 0.88 0.4967
H -15.38674 8.97687 -21.94770 -0.07 -0.14 -0.31 0.4866
H -15.36526 10.73581 -21.75583 0.56 0.15 -0.40 0.2834
H -15.29462 9.70745 -20.38923 0.30 -0.03 0.28 -0.2951
H -11.29090 10.28548 -21.13088 0.21 0.44 -0.55 0.2780
H -10.45655 9.61812 -20.00088 -0.02 -0.38 -0.10 0.5544
C -17.17679 15.38849 -20.76167 1.24 -0.03 1.23 -0.3971
C -15.71760 15.50427 -21.18593 -0.21 1.01 -1.05 1.6928
C -14.72410 14.50262 -20.67549 -0.05 -1.31 0.40 -1.4544
O -14.59000 14.50436 -19.28524 0.93 1.70 0.66 -0.4768
C -13.77348 15.59349 -18.81955 -1.14 -0.50 0.93 0.0823
N -15.67056 15.55150 -22.64699 0.60 -0.92 -0.51 -0.8507
H -17.57576 14.43106 -21.09670 -0.24 0.24 -0.33 -0.6610
H -17.65264 16.28788 -21.15253 -0.55 -0.38 0.03 0.7508
H -17.23811 15.36759 -19.67359 -0.25 0.20 0.20 -0.3406
H -15.25984 16.46482 -20.94945 -0.46 0.32 0.77 -0.2197
H -13.73251 14.69873 -21.08341 -0.08 -0.23 -0.63 0.3276
H -15.00552 13.45154 -20.73994 -0.24 -0.17 -1.46 0.3093
H -12.93068 15.13987 -18.29799 0.25 0.34 -0.08 -0.0279
H -14.42148 16.10360 -18.10684 0.33 0.40 0.15 -0.6355
H -13.48677 16.31331 -19.58619 0.12 -0.28 -0.13 0.6495
H -15.89463 14.61640 -22.95600 0.02 -0.28 -0.48 0.2334
H -16.41496 16.12109 -23.02320 -0.06 0.28 0.14 0.2994
C -20.97797 7.41418 -15.89002 0.22 -0.15 0.64 -1.1717
C -22.06458 8.37086 -16.41163 -0.02 1.08 0.63 0.8442
C -21.47473 9.75732 -16.85839 0.69 -1.31 -0.42 -1.0245
O -20.64295 10.35804 -15.87277 -0.71 0.68 -0.04 -0.0006
C -21.30240 10.79392 -14.67323 1.00 -0.54 0.35 -0.3768
N -22.79230 7.71410 -17.46516 0.00 -0.94 -1.35 -0.7332
H -21.34732 6.40894 -15.68709 -0.41 -0.12 -0.51 0.4147
H -20.55921 7.63187 -14.90750 -0.20 0.82 0.10 0.0905
H -20.09343 7.31370 -16.51897 -0.25 0.13 -0.49 0.2970
H -22.79697 8.61032 -15.64069 0.30 -0.02 0.78 0.2659
H -22.20803 10.41959 -17.31857 -0.51 0.24 0.67 0.1351
H -20.80314 9.57802 -17.69798 0.23 -0.28 -0.06 0.3576
H -20.69425 11.54578 -14.17028 0.23 0.28 -0.54 -0.4258
H -21.21658 9.96332 -13.97264 -0.83 -0.20 0.19 0.4209
H -22.30477 11.20731 -14.78490 -0.10 -0.35 -0.34 0.4724
H -23.01853 6.76449 -17.20602 0.33 -0.18 0.10 0.2302
H -23.69181 8.07510 -17.74923 0.16 0.82 0.23 0.2408
C -22.09511 13.44766 -18.36953 0.66 0.20 0.49 -1.7274
C -21.80254 13.60796 -16.86747 1.56 1.25 -1.78 1.3882
C -21.24056 15.03018 -16.57625 0.87 0.44 -2.13 -0.4269
O -22.19155 16.09066 -17.01223 0.82 -1.11 0.60 -0.4383
C -21.72998 17.42017 -16.77328 0.51 0.13 0.47 -0.6964
N -22.97881 13.45897 -16.15057 -2.37 -0.04 1.35 -0.6915
H -22.59163 14.32094 -18.79256 -0.44 -0.17 0.19 0.3434
H -22.66024 12.52090 -18.46877 0.00 0.16 -0.48 0.5316
H -21.13796 13.40924 -18.88963 0.01 -0.39 -0.17 -0.0363
H -21.13820 12.78130 -16.61570 0.69 0.40 0.27 -0.2180
H -20.39371 15.14406 -17.25299 0.46 0.18 0.01 0.0590
H -20.82012 15.14351 -15.57701 -0.61 0.29 0.42 0.4025
H -21.62920 17.58782 -15.70097 -0.34 0.21 0.13 0.3134
H -22.34958 18.17565 -17.25644 -0.77 -0.50 0.25 0.3304
H -20.75367 17.71293 -17.15959 0.51 -0.91 -0.33 0.1509
H -23.45130 14.29877 -16.45320 -1.23 0.09 0.09 0.4688
H -22.74057 13.71928 -15.20422 -0.23 -0.26 0.66 0.2875
C -11.73277 12.78225 -19.35661 -0.08 -0.85 -0.26 -1.3389
C -10.75838 12.68018 -18.14293 -0.46 0.29 -1.42 1.5388
C -10.53088 11.31777 -17.55398 -1.43 -1.05 -0.42 -0.5981
O -9.99542 10.37839 -18.51745 0.07 0.61 1.85 -0.5266
C -9.43296 9.22568 -17.87322 0.94 0.84 -0.86 -0.9425
N -9.46093 13.19168 -18.49327 0.83 0.47 -0.02 -0.8067
H -11.49499 12.17163 -20.22765 0.82 -0.26 0.16 0.3095
H -11.73097 13.78854 -19.77551 -0.17 0.18 0.40 0.4068
H -12.75210 12.43566 -19.18647 -0.24 0.42 0.59 0.1286
H -11.19854 13.30127 -17.36279 0.12 -0.01 0.26 -0.5393
H -11.50342 10.91175 -17.27570 -0.35 -0.09 0.27 -0.1715
H -9.97096 11.40079 -16.62248 0.60 -0.11 -0.25 0.5873
H -10.10764 8.55432 -17.34201 -0.44 0.33 0.06 0.2191
H -8.64022 9.59608 -17.22325 0.03 -0.32 0.30 0.4083
H -8.96801 8.67959 -18.69402 0.03 -0.20 0.18 0.3712
H -9.06451 12.58904 -19.20022 0.19 -0.22 -0.07 0.3183
H -9.51481 14.10186 -18.92773 -0.10 0.20 0.07 0.2716
```
Positions in Å, forces in eV/Å.

Summary:
frontier orbital gap = 0.3015 hartree
E_LUMO = -0.14 eV
spin multiplicity = 1



No. 2
C3N2O2S | the ωB97M-V functional and the def2-TZVPD basis

```
8
Properties=species:S:1:pos:R:3:forces:R:3:mulliken_charge:R:1
C -1.94575 0.88966 -0.01523 0.64 -0.58 -0.58 0.5313
C 2.04124 0.03782 0.06740 0.03 -0.29 -0.59 0.6253
C -0.03358 -1.21243 -0.09006 -1.50 2.75 0.23 0.6243
N -0.82807 0.65060 -0.32610 3.67 -2.43 -0.26 -0.5791
N 1.19840 -0.82324 -0.05779 0.82 -0.57 0.14 -0.2751
O -3.03596 1.17528 0.16900 -3.41 0.86 0.99 -0.4275
O 2.98675 0.69118 0.10709 -0.26 0.25 0.27 -0.3053
S -0.94732 -2.45593 0.06719 0.01 0.01 -0.20 -0.1939
```
Positions in Å, forces in eV/Å.

Summary:
frontier orbital gap = 0.3023 hartree
E_LUMO = -1.47 eV
spin multiplicity = 1



| no. | E_HOMO (eV) |
| --- | --- |
| 1 | -8.343 |
| 2 | -9.696 |